ORCA calculation (ωB97M-V with the def2-TZVPD basis set) on a 2-piece molecular cluster, C16H13NS overall in a non-equilibrium geometry.

Its LUMO energy is -0.106 Ha. The HOMO-LUMO gap is 0.136 hartree. Its energy above the lowest of the compared OMol25 structures with the same formula, charge and spin is 85.18 kcal/mol.

Structure (XYZ):
```
31
Properties=species:S:1:pos:R:3:forces:R:3
S 4.669242 -2.353006 -1.809871 0.8 0.2 -0.4
N 2.182281 -2.710556 -0.561534 1.6 0.1 -0.8
C 0.699284 0.898211 -0.948615 -0.4 -1.1 0.3
C -1.301126 -3.501224 -0.016562 0.4 0.5 0.1
C 1.268937 5.094663 -0.399011 0.0 -0.6 -0.3
C 1.682130 3.060036 -1.654607 -0.3 -0.5 0.3
C -2.839276 -3.860129 1.826429 0.3 0.3 -0.6
C -1.102573 -2.146165 0.375910 -1.0 -0.5 0.8
C 0.269564 3.003357 0.333408 0.3 0.0 -0.5
C -0.162831 0.086763 -0.218113 0.1 0.9 0.0
C -2.155096 -4.339454 0.692843 -0.1 0.2 0.2
C 0.465753 4.373344 0.497604 0.0 -0.1 -0.1
C -1.848226 -1.667833 1.495312 0.2 -0.4 -0.2
C -2.692650 -2.516436 2.207054 0.1 0.0 -0.1
C 0.874721 2.304550 -0.753382 0.0 1.5 0.2
C 3.245080 -2.568873 -1.089483 -2.6 -0.2 1.3
C -0.215320 -1.296595 -0.352595 0.0 0.0 -0.7
C 1.873675 4.426778 -1.478671 -0.2 0.1 0.2
H 1.426813 6.165723 -0.262936 -0.1 -0.3 0.0
H -3.496318 -4.526546 2.390862 0.2 0.3 -0.2
H 1.292648 0.425285 -1.732231 0.1 0.0 0.2
H -3.237907 -2.135587 3.074060 0.2 -0.1 -0.3
H -1.733246 -0.629929 1.810547 -0.1 -0.4 0.0
H 0.442035 -1.772498 -1.079474 0.0 0.0 0.1
H 2.144177 2.531446 -2.493949 -0.1 0.3 0.3
H 2.496386 4.980048 -2.185224 -0.2 -0.2 0.3
H -0.005865 4.891673 1.334783 0.2 -0.2 -0.3
H -2.289548 -5.374496 0.370731 0.1 0.4 0.1
H -0.741408 -3.863798 -0.881243 -0.1 0.0 0.3
H -0.346678 2.450171 1.044582 0.2 0.3 -0.2
H -0.864657 0.571078 0.463375 0.4 -0.1 -0.1
```
Positions in Å, forces in eV/Å.


ORCA calculation (ωB97M-V with the def2-TZVPD basis set) on C16H14BF5N6Pd as an isolated structure in a non-equilibrium geometry.

Its LUMO energy (spin up / spin down) is 0.005 / -0.051 Ha. The HOMO-LUMO gap (spin up / spin down) is 0.176 / 0.257 hartree. As for the multiplicity: 3.

Structure (XYZ):
```
43
Properties=species:S:1:pos:R:3:forces:R:3
Pd 1.237954 0.514107 0.304219 -1.7 -0.3 1.1
F -1.149802 0.697864 2.286694 0.0 0.0 0.1
F -2.007609 -0.943274 4.280854 0.2 -0.2 0.1
F 1.655737 -3.875667 3.457217 -0.3 0.3 0.1
F -0.576548 -3.206494 4.910171 0.1 0.1 -0.1
F 2.507438 -2.256996 1.471298 -0.3 0.1 0.1
N 2.188508 0.861207 -1.310505 1.9 1.9 -4.7
N 0.151159 -0.879853 -1.031549 -0.8 -1.3 -1.2
N -0.893443 1.757688 -1.257515 -0.5 0.8 -1.2
N 1.759699 0.942454 -2.650713 0.8 -0.1 1.1
N -0.036177 -0.732258 -2.399262 -0.1 -0.4 0.8
N -0.736876 1.627762 -2.605309 -0.6 0.5 0.8
C -0.637019 -1.834360 -2.885106 0.3 -0.1 0.8
C 0.754172 -0.682782 1.908359 -2.2 -1.3 0.7
C 3.981613 0.798750 -2.642338 -0.1 0.1 -0.3
C 2.609074 0.814017 1.699479 2.5 0.9 3.0
C -0.326550 -2.084390 -0.682918 0.0 0.8 -1.4
C -2.359996 3.080378 -2.203896 0.3 0.3 0.2
C -0.396359 -0.393928 2.614296 0.6 -1.3 0.7
C 1.422032 -1.862025 2.199459 -0.6 0.1 0.7
C -1.825035 2.678296 -0.980367 0.0 -0.6 -0.7
C -0.143808 -2.386331 3.935967 -0.1 -0.1 0.0
C -0.859761 -1.229113 3.636321 0.1 0.5 -0.5
C -1.633685 2.430488 -3.199997 0.2 -0.4 0.8
C -0.816705 -2.722548 -1.832517 -0.1 0.0 0.1
C 0.998741 -2.722336 3.215732 0.2 0.3 -0.5
C 3.539799 0.812036 -1.316447 -1.6 -0.1 -1.0
C 2.847731 0.878329 -3.439692 0.2 -0.1 0.4
B 0.302182 0.607886 -3.124594 0.8 -1.0 0.8
H 3.210554 -0.086102 1.862375 0.0 0.4 0.2
H 0.251431 0.486357 -4.319072 -0.1 0.2 0.2
H -2.044793 2.975070 0.037554 -0.1 -0.2 -0.2
H -1.245180 -3.702282 -1.862009 -0.1 -0.2 -0.2
H 4.082835 0.742705 -0.382181 -0.1 0.1 -0.3
H 2.712134 0.843668 -4.513741 0.2 0.1 0.2
H -0.434533 1.050550 -0.660971 -0.1 0.2 0.3
H -3.160042 3.771586 -2.342077 -0.2 0.3 -0.1
H 2.015447 1.082237 2.594765 0.7 -0.1 -0.3
H 4.994263 0.715375 -2.971349 0.3 0.0 -0.2
H 3.236521 1.670539 1.413438 0.0 0.0 -0.2
H -0.862917 -1.911391 -3.935868 -0.1 -0.1 0.0
H -1.729159 2.448400 -4.274735 0.1 0.1 0.1
H -0.309351 -2.397511 0.350131 0.1 0.0 -0.1
```
Positions in Å, forces in eV/Å.


ORCA calculation (ωB97M-V with the def2-TZVPD basis set) on C16H14BrCoF3N4O5S2 as an isolated structure in a non-equilibrium geometry.

Its LUMO energy (spin up / spin down) is -0.180 / -0.180 Ha. The HOMO-LUMO gap (spin up / spin down) is 0.227 / 0.227 hartree. Its charge is +1.

Structure (XYZ):
```
46
Properties=species:S:1:pos:R:3:forces:R:3
Br -3.667505 -6.263002 2.775791 0.0 0.0 0.0
Co 0.612541 -0.491790 -0.531338 0.5 0.0 0.3
S -1.711615 0.840630 -1.746297 -0.1 0.0 -0.2
S 0.614704 -0.517694 1.641011 0.1 0.1 0.0
F -1.520332 -1.510321 -2.953197 0.0 -0.1 0.0
F -0.974742 0.161854 -4.197096 0.1 0.0 0.0
F 0.369800 -0.471577 -2.597351 0.2 -0.1 -0.2
O -1.140888 0.200743 -0.502068 0.1 0.1 0.1
O 0.137982 -2.258621 -0.622843 -0.8 0.3 -0.6
O -3.120140 0.680758 -1.803339 0.0 0.0 0.0
O -1.100805 2.094989 -2.054765 0.0 0.1 0.0
O 0.705678 -3.989544 0.601628 0.0 0.2 0.0
N 2.488311 -1.766852 3.014480 0.0 0.0 0.0
N 2.402284 -1.335331 -0.531987 0.0 0.1 0.1
N 1.368769 1.308590 -0.659193 -0.2 -0.1 0.1
N 2.869980 -1.600451 0.767766 0.2 0.1 -0.1
C 2.085307 -1.360738 1.821900 -0.1 -0.1 0.0
C 1.378900 2.455982 -0.639857 0.0 0.0 0.1
C 1.884748 4.519563 0.546759 0.0 0.0 0.0
C 0.934366 4.598543 -1.698135 0.0 0.0 0.0
C 1.437403 6.625173 -0.511297 0.0 0.0 0.0
C 1.403002 3.877967 -0.597291 0.0 0.0 -0.1
C -1.910647 -4.521722 1.389271 0.0 0.1 0.0
C -4.168475 -3.709837 1.627344 0.0 0.0 0.0
C -0.984289 -0.320727 -2.981240 -0.2 0.2 0.0
C 1.897919 5.900310 0.581783 0.0 0.0 0.0
C -0.168060 -3.221996 0.237776 0.4 -0.3 0.4
C -2.533918 -2.380911 0.462476 -0.1 0.0 -0.2
C -3.825158 -2.558156 0.937386 0.0 0.0 0.0
C -3.203458 -4.685553 1.843440 0.0 0.0 0.0
C -1.576085 -3.359193 0.693121 0.0 -0.1 0.0
C 0.958330 5.979873 -1.644259 0.0 0.0 0.0
H -1.157196 -5.275328 1.564452 0.0 0.0 0.0
H 1.448243 7.706343 -0.477093 0.0 0.0 0.0
H 3.117787 -0.831304 -1.051394 0.0 0.0 0.0
H -5.176087 -3.856591 1.990460 0.0 0.0 0.0
H -4.572967 -1.797478 0.758605 0.0 0.0 0.0
H 3.677639 -2.204610 0.840905 -0.1 -0.1 0.0
H 1.895449 -1.622260 3.815748 0.0 0.0 0.0
H 0.541685 4.077150 -2.558082 0.0 0.0 0.0
H 0.596282 6.555220 -2.484558 0.0 0.0 0.0
H 2.237142 3.939144 1.388615 0.0 0.0 0.0
H 3.327923 -2.307695 3.148654 0.0 0.0 0.0
H -2.283358 -1.491354 -0.095640 -0.1 -0.2 0.1
H 2.139009 -2.226107 -0.970355 0.0 0.0 0.0
H 2.264529 6.413924 1.459289 0.0 0.0 0.0
```
Positions in Å, forces in eV/Å.